55
Properties=species:S:1:pos:R:3:nbo_charge:R:1 method="wB97M-V/def2-TZVPD" lumo_ev="-11.69 / -11.69" max_force_ha_per_bohr=0.1982 total_charge=+3 relative_energy_kj_mol=156.8 energy_ha=-11237.69508 gap_ev="4.27 / 4.30"
Re -1.070 0.460 -0.236 0.663
C 0.940 6.249 2.220 -0.680
C 1.332 4.878 1.811 0.379
N 2.430 4.278 2.127 -0.193
N 2.372 3.082 1.471 -0.320
C 1.283 2.919 0.750 0.270
S 1.070 1.626 -0.395 -0.085
N 0.591 4.059 0.961 -0.210
N -0.651 4.327 0.404 -0.640
H 1.737 6.660 2.833 0.292
H 0.015 6.259 2.801 0.251
H 0.803 6.886 1.345 0.254
H 3.145 2.440 1.544 0.455
H -0.554 5.039 -0.311 0.388
H -1.270 4.672 1.125 0.389
Se -3.854 2.698 -1.244 -0.128
Sb -5.191 3.226 -3.163 1.101
Se -2.507 0.779 -3.575 0.045
Se -2.015 2.128 -1.750 0.244
Se -3.562 2.293 -4.911 -0.058
N -3.012 -0.647 -0.267 -1.023
H -3.032 -1.495 0.290 0.432
H -3.238 -0.930 -1.219 0.412
H -3.778 -0.065 0.052 0.408
C 2.086 -5.355 -0.941 -0.647
C 1.464 -4.013 -1.243 0.035
C 1.449 -3.500 -2.542 -0.095
C 0.846 -2.273 -2.859 0.013
C 0.834 -1.757 -4.278 -0.636
C 0.301 -1.552 -1.826 -0.249
C 0.348 -2.001 -0.489 0.156
C 0.903 -3.257 -0.223 -0.221
N -0.181 -1.119 0.435 -0.397
C -0.128 -1.294 1.918 0.099
C -0.601 0.050 2.501 -0.595
C -1.124 -2.384 2.353 -0.623
C 1.291 -1.538 2.440 -0.627
H 2.263 -5.925 -1.851 0.243
H 1.446 -5.942 -0.280 0.239
H 3.045 -5.222 -0.435 0.249
H 1.917 -4.071 -3.337 0.233
H 0.910 -2.572 -4.995 0.252
H 1.690 -1.098 -4.441 0.248
H -0.073 -1.190 -4.486 0.204
H -0.156 -0.570 -2.073 0.159
H 0.913 -3.666 0.778 0.231
H -1.515 0.460 1.987 0.172
H 0.202 0.788 2.499 0.232
H -0.916 -0.119 3.533 0.280
H -2.153 -2.009 2.299 0.195
H -0.928 -2.660 3.391 0.259
H -1.056 -3.283 1.740 0.235
H 2.024 -0.995 1.835 0.228
H 1.569 -2.589 2.465 0.240
H 1.350 -1.164 3.465 0.243

---

58
Properties=species:S:1:pos:R:3:nbo_charge:R:1 method="wB97M-V/def2-TZVPD" lumo_ev=-2.14 max_force_ha_per_bohr=0.0215 relative_energy_kj_mol=0.0 energy_ha=-2478.46506 gap_ev=6.77
C 3.866 -3.080 0.377 -0.678
C 3.147 -3.131 -0.945 0.323
N 2.849 -4.255 -1.440 -0.613
C 2.776 -1.808 -1.619 -0.516
C 1.269 -1.572 -1.592 -0.175
C 0.692 -0.527 -0.614 -0.317
C 1.079 -0.569 0.858 -0.409
C 2.249 0.409 1.145 -0.413
C 1.684 1.639 1.872 -0.508
S 1.483 2.957 0.631 -0.089
C -0.761 -0.598 -0.989 0.183
Si -2.408 -0.329 0.014 1.570
C -2.974 1.431 -0.100 -1.121
C -3.637 -1.475 -0.846 -1.114
C -2.206 -0.939 1.760 -1.111
N -0.811 -0.898 -2.252 -0.483
C 0.538 -1.104 -2.862 -0.451
P 0.587 -2.268 -4.276 2.362
O 1.861 -2.963 -4.343 -1.055
O 0.239 -1.425 -5.579 -0.968
O -0.625 -3.285 -4.050 -0.966
H 3.129 -3.139 1.182 0.226
H 4.500 -3.958 0.467 0.250
H 4.435 -2.162 0.508 0.214
H 2.375 -4.153 -2.340 0.348
H 3.147 -1.874 -2.640 0.272
H 3.303 -1.001 -1.111 0.225
H 0.745 -2.498 -1.325 0.222
H 0.924 0.494 -0.978 0.271
H 0.238 -0.207 1.435 0.231
H 1.356 -1.573 1.181 0.225
H 2.710 0.742 0.214 0.203
H 3.035 -0.060 1.735 0.223
H 0.702 1.420 2.283 0.216
H 2.302 1.998 2.690 0.231
H 0.367 3.529 1.115 0.178
H -3.035 1.763 -1.140 0.232
H -3.984 1.465 0.312 0.267
H -2.331 2.115 0.457 0.315
H -3.133 -2.207 -1.488 0.216
H -4.327 -0.923 -1.483 0.249
H -4.178 -2.061 -0.105 0.267
H -1.593 -1.847 1.746 0.238
H -1.695 -0.226 2.404 0.266
H -3.176 -1.216 2.166 0.265
H -1.701 -0.999 -2.722 0.421
H 0.868 -0.108 -3.181 0.247
H -0.361 -0.676 -5.471 0.509
H -1.503 -2.908 -4.201 0.500
B -0.856 5.900 3.756 1.264
O -1.778 5.331 4.799 -0.650
C -2.367 4.246 4.357 0.676
O -3.146 3.548 4.945 -0.575
C -1.868 3.994 2.914 0.699
O -2.184 3.068 2.197 -0.664
O -1.029 4.939 2.600 -0.659
F 0.453 5.869 4.193 -0.537
F -1.240 7.165 3.380 -0.532

---

52
Properties=species:S:1:pos:R:3:nbo_charge:R:1 method="wB97M-V/def2-TZVPD" lumo_ev=-7.01 max_force_ha_per_bohr=0.0132 total_charge=+2 relative_energy_kj_mol=0.0 energy_ha=-1774.10497 gap_ev=8.99
Hf -1.370 0.041 -1.182 2.158
C -2.246 1.481 -2.975 -0.331
C -1.006 2.043 -2.581 -0.321
C -1.134 2.492 -1.247 -0.356
C -2.468 2.232 -0.825 -0.339
C -3.152 1.614 -1.894 -0.328
H -2.463 1.024 -3.930 0.282
H -0.112 2.093 -3.184 0.269
H -0.363 2.966 -0.658 0.273
H -2.885 2.480 0.140 0.277
H -4.173 1.264 -1.880 0.284
O 0.574 -0.402 -1.654 -1.041
S 1.451 -1.637 -2.097 1.239
C 2.425 -0.961 -3.481 -0.562
C 3.881 -0.904 -3.018 -0.418
C 3.848 -0.600 -1.524 -0.418
C 2.842 -1.585 -0.944 -0.566
H 2.001 0.032 -3.637 0.257
H 2.243 -1.575 -4.361 0.275
H 4.421 -0.150 -3.588 0.265
H 4.372 -1.862 -3.198 0.235
H 3.525 0.427 -1.341 0.221
H 4.823 -0.732 -1.056 0.265
H 2.436 -1.344 0.038 0.258
H 3.228 -2.607 -0.923 0.267
F -3.167 -3.389 -1.673 -0.447
B -2.462 -2.320 -1.452 1.361
F -1.288 -2.379 -0.656 -0.509
F -1.964 -1.569 -2.622 -0.523
F -3.160 -1.174 -0.784 -0.526
C -3.376 1.405 2.797 -0.627
C -2.444 0.236 3.096 -0.679
Sb -0.825 0.032 1.720 0.992
C 0.540 1.555 2.324 -0.703
C 1.832 1.563 1.515 -0.625
C 0.089 -1.806 2.330 -0.681
C 0.880 -1.672 3.627 -0.632
H -4.111 1.503 3.595 0.254
H -3.929 1.248 1.869 0.205
H -2.842 2.355 2.735 0.209
H -2.981 -0.713 3.094 0.247
H -1.973 0.340 4.075 0.247
H 0.734 1.384 3.383 0.252
H 0.007 2.504 2.249 0.241
H 2.426 0.666 1.704 0.209
H 2.447 2.420 1.788 0.250
H 1.646 1.621 0.438 0.193
H 0.705 -2.181 1.512 0.217
H -0.737 -2.510 2.441 0.250
H 1.723 -0.988 3.527 0.209
H 1.277 -2.643 3.923 0.248
H 0.255 -1.316 4.447 0.223

---

50
Properties=species:S:1:pos:R:3:nbo_charge:R:1 method="wB97M-V/def2-TZVPD" lumo_ev=2.96 max_force_ha_per_bohr=0.0109 total_charge=-1 energy_ha=-5442.99855 gap_ev=8.23
C 2.651 3.169 0.128 -0.603
C 1.456 2.226 0.328 -0.394
C 1.885 0.747 0.447 -0.732
C 1.950 0.323 1.919 -0.603
Ga 0.750 -0.480 -0.701 1.401
Br -0.113 -2.287 0.683 -0.569
C -0.823 0.414 -1.583 -0.966
C -1.929 -0.536 -2.090 -0.395
C -3.319 -0.261 -1.507 -0.401
C -3.492 -0.733 -0.063 -0.223
N -3.085 0.198 1.011 -0.515
C -3.303 -0.461 2.304 -0.411
C -3.799 1.440 0.958 0.735
C -3.059 2.602 0.348 -0.723
O -4.902 1.572 1.425 -0.581
C 1.924 -1.351 -2.178 -0.999
C 3.262 -1.692 -1.742 0.800
O 4.206 -0.958 -1.649 -0.608
O 3.445 -3.067 -1.431 -0.577
C 3.291 -3.534 -0.148 0.817
C 3.991 -2.748 0.933 -0.740
O 2.715 -4.563 0.041 -0.556
H 3.013 3.099 -0.900 0.199
H 2.408 4.211 0.354 0.189
H 3.477 2.861 0.777 0.196
H 0.916 2.525 1.233 0.186
H 0.782 2.360 -0.524 0.192
H 2.904 0.669 0.046 0.211
H 2.199 -0.735 2.021 0.209
H 2.724 0.883 2.465 0.173
H 0.992 0.485 2.422 0.197
H -1.219 1.115 -0.847 0.215
H -0.418 0.998 -2.417 0.206
H -2.004 -0.451 -3.179 0.188
H -1.672 -1.578 -1.873 0.200
H -3.586 0.791 -1.637 0.186
H -4.048 -0.824 -2.101 0.200
H -2.854 -1.612 0.058 0.231
H -4.530 -1.054 0.114 0.165
H -2.397 -1.009 2.567 0.221
H -3.513 0.275 3.078 0.200
H -4.144 -1.164 2.275 0.173
H -2.000 2.552 0.599 0.243
H -3.511 3.534 0.684 0.224
H -3.120 2.556 -0.741 0.239
H 1.385 -2.201 -2.593 0.245
H 2.001 -0.557 -2.925 0.240
H 4.076 -1.692 0.694 0.244
H 3.443 -2.891 1.863 0.238
H 4.993 -3.162 1.055 0.233